Entry 1:
C2H8N2O | ωB97M-V with the def2-TZVPD basis set

XYZ file:
```
13
Properties=species:S:1:pos:R:3:forces:R:3
C 0.871 1.169 -0.475 0.2601 0.8063 -0.5020
C 0.255 0.952 0.690 0.1708 -1.6146 -0.2545
N 0.786 1.233 1.934 1.0957 0.7970 0.6208
N 0.303 1.024 -1.790 -0.2007 -0.8018 0.1790
H 1.871 1.650 -0.520 -0.7560 -0.1156 0.2192
H -0.495 0.169 0.776 -0.6204 0.5661 -0.4542
H 0.235 1.147 2.769 -0.3199 -0.0803 -0.3003
H 1.385 2.045 1.974 -0.0712 -0.1186 0.0490
H -0.635 0.629 -1.796 -0.0468 0.3610 0.5003
H 0.808 0.334 -2.334 0.4869 0.1761 -0.0551
H -2.238 -3.415 -0.998 -0.1959 0.8429 -0.4058
H -1.481 -3.898 0.085 0.5900 0.3287 0.7029
O -1.665 -3.039 -0.316 -0.3927 -1.1471 -0.2993
```
Forces are in eV/Å.

## Properties
E_HOMO, eV: -7.121
Energy relative to the best compared isomer or geometry (same formula, charge and spin), kJ/mol: 196.7
Kohn-Sham gap, eV: 7.89
Lowest unoccupied orbital energy, eV: 0.772



Entry 2:
C26H49CsGe2N8O3P2S | ωB97M-V with the def2-TZVPD basis set

XYZ file:
```
92
Properties=species:S:1:pos:R:3:forces:R:3
Cs -0.472 -0.880 0.513 0.2627 -0.1168 0.5449
C -6.037 2.607 0.140 0.0789 0.6204 -0.0398
C -5.673 1.196 0.299 -1.2305 -1.7561 0.2421
N -6.578 0.245 0.399 0.3414 1.4790 -0.2826
N -5.894 -0.915 0.431 0.6828 1.2183 0.0022
C -4.553 -0.753 0.387 -0.8262 -0.0288 -0.0057
S -3.584 -2.104 0.439 0.7024 0.1443 0.0256
N -4.405 0.640 0.300 0.8282 -0.5710 0.0510
N -3.142 1.327 0.223 -1.2257 -1.0298 -0.2136
H -7.120 2.723 0.247 0.3083 -0.1200 0.1748
H -5.786 2.938 -0.861 0.1363 0.1300 -0.3008
H -5.504 3.260 0.832 -0.1340 -0.0206 0.0838
H -6.401 -1.780 0.454 0.2155 -0.2347 0.0707
H -3.091 1.775 -0.695 0.0333 0.0501 0.3007
H -3.085 1.993 0.987 -0.0868 0.0042 -0.1684
C -0.209 1.319 5.951 0.5561 -0.3330 -0.2028
N 0.926 0.483 5.480 0.5629 0.6037 -0.8628
C 2.135 0.615 6.316 -0.8341 -0.3833 -0.0034
P 0.748 -0.414 4.082 -0.8001 0.8191 -1.4881
O -0.391 0.062 3.233 0.5555 0.1365 1.0042
O 2.124 -0.312 3.152 0.1454 -0.0384 0.8937
P 3.075 0.171 1.871 0.4490 -1.1792 0.0066
O 2.491 -0.250 0.563 -0.1537 0.2687 0.9913
N 4.567 -0.561 2.044 -0.6366 0.3532 -0.5430
C 4.903 -1.693 1.162 -0.0013 0.3630 0.1621
C 5.524 -0.471 3.141 -0.3232 0.0714 -0.0237
N 3.294 1.776 2.123 0.0468 -0.0411 0.6680
C 2.174 2.595 2.596 0.5124 0.2299 0.2862
C 4.254 2.540 1.308 -0.3448 -0.1898 -0.0624
N 0.487 -2.000 4.443 0.7269 -0.3104 -0.5468
C 1.544 -2.967 4.785 -0.0298 0.5985 0.3845
C -0.810 -2.647 4.172 0.0264 -0.1472 0.2340
H 0.195 2.242 6.375 -0.0215 0.0006 -0.2536
H -0.744 0.821 6.753 -0.2006 -0.2087 0.1323
H -0.889 1.537 5.131 0.0415 -0.0079 0.0321
H 2.353 1.671 6.518 -0.0685 -0.1653 -0.1536
H 2.996 0.165 5.842 0.1637 -0.1405 -0.1427
H 1.936 0.112 7.270 0.3019 0.1102 -0.0304
H 4.303 -1.689 0.261 -0.1604 -0.0175 0.0642
H 4.784 -2.619 1.711 -0.1402 -0.4371 0.0080
H 5.953 -1.624 0.879 0.0291 0.1213 -0.0237
H 5.517 0.488 3.653 -0.1948 0.0694 -0.0727
H 6.513 -0.637 2.721 0.1422 0.1789 0.0152
H 5.363 -1.272 3.861 -0.0867 -0.0728 0.2469
H 1.637 2.163 3.439 0.1537 -0.1679 -0.0841
H 1.482 2.788 1.798 -0.5626 0.1208 -0.4970
H 2.567 3.563 2.916 0.0406 -0.1086 0.0441
H 5.036 1.925 0.866 -0.1909 -0.2028 0.1025
H 4.723 3.291 1.926 0.2014 0.1790 0.3478
H 3.731 3.076 0.518 -0.0674 -0.0737 -0.2532
H 2.552 -2.512 4.782 -0.5723 -0.0703 0.0254
H 1.543 -3.779 4.062 0.0354 -0.1243 -0.1005
H 1.335 -3.378 5.780 0.2029 -0.0389 -0.1554
H -1.585 -1.954 3.828 0.4119 0.0006 0.2034
H -1.147 -3.140 5.097 -0.0117 0.1853 -0.2390
H -0.701 -3.439 3.419 0.0916 0.1307 0.0052
C 2.825 0.966 -3.073 0.0455 0.3256 -0.3892
Ge 1.619 -0.404 -3.798 0.0354 -0.2164 0.3825
C 2.210 -2.230 -3.345 -0.1346 0.2654 -0.3923
C 1.498 -0.198 -5.747 -0.4258 -0.0643 -0.1084
Ge -0.574 -0.207 -2.729 -0.8140 0.3119 -1.8126
C -1.701 -1.590 -3.641 -0.1045 -0.4087 0.5959
C -2.203 -2.725 -2.978 0.4337 0.1349 -0.6148
C -2.820 -3.764 -3.683 -0.0423 0.2811 0.3065
C -2.948 -3.692 -5.063 0.1448 0.3541 -0.4298
C -2.473 -2.551 -5.725 -0.2765 0.4490 -0.2885
C -1.903 -1.478 -5.022 0.1955 -0.2602 -0.2100
C -1.536 1.376 -3.451 0.3592 0.2465 0.5669
C -0.888 2.492 -4.004 -0.2919 0.1597 -0.3305
C -1.615 3.511 -4.632 0.4165 0.1896 0.0758
C -3.002 3.493 -4.571 -0.1676 0.4295 -0.2631
C -3.650 2.440 -3.931 -0.5505 0.0741 0.1487
C -2.937 1.373 -3.399 0.1781 0.3689 -0.3172
H 3.838 0.793 -3.445 -0.0359 -0.0078 0.0582
H 2.849 0.987 -1.985 -0.0685 -0.1342 0.0458
H 2.517 1.961 -3.437 0.0741 -0.3319 0.1417
H 3.127 -2.409 -3.900 0.0980 -0.2167 -0.0266
H 1.461 -2.979 -3.624 0.1140 0.1763 -0.0495
H 2.419 -2.328 -2.289 0.0679 0.0519 0.3157
H 2.521 -0.241 -6.107 0.1858 -0.0296 -0.1875
H 1.069 0.761 -6.049 0.0756 -0.0183 0.1664
H 0.910 -0.983 -6.246 0.2458 0.1254 0.3301
H -2.076 -2.808 -1.905 -0.1172 -0.0720 -0.0330
H -3.217 -4.604 -3.126 0.0485 -0.0519 -0.1068
H -3.424 -4.492 -5.648 0.2615 0.3629 0.4012
H -2.604 -2.453 -6.813 0.0872 -0.1403 0.5637
H -1.575 -0.562 -5.553 -0.2485 -0.7103 0.2600
H 0.193 2.610 -4.003 -0.0573 -0.3760 0.0468
H -1.076 4.330 -5.148 -0.4692 -0.5788 0.4503
H -3.574 4.315 -5.024 0.2323 -0.5018 0.2612
H -4.740 2.450 -3.834 0.3230 -0.0178 -0.1930
H -3.482 0.525 -2.994 0.0992 -0.0208 0.0316
```
Forces are in eV/Å.

## Properties
E_HOMO (spin up / spin down), eV: -9.474 / -10.336
Multiplicity: 2
Kohn-Sham gap (spin up / spin down), eV: 7.45 / 6.97
Total charge: +1
Lowest unoccupied orbital energy (spin up / spin down), eV: -2.029 / -3.363



Entry 3:
C5H13NP | ωB97M-V with the def2-TZVPD basis set

XYZ file:
```
20
Properties=species:S:1:pos:R:3:forces:R:3
C -1.157 -0.572 0.230 -3.8450 -0.5965 -2.1815
C -1.863 -0.033 -1.060 1.8789 2.9350 -2.0097
C 0.208 -1.151 0.027 -0.6381 -0.5599 2.0376
C -1.278 0.984 -1.840 -0.6157 -2.7208 4.2961
C 1.377 -0.447 2.096 2.0270 -0.6247 0.1366
N 1.360 -0.413 0.608 -2.3666 1.3234 -0.7243
P 0.271 1.754 -1.148 0.6029 -2.2143 -4.3439
H -1.229 0.227 0.902 -0.0071 0.9824 1.5161
H -1.950 -1.364 0.502 1.7703 0.9551 0.3744
H 1.235 0.607 -0.016 0.0076 -1.0252 1.8072
H -2.871 -0.386 -1.354 0.8196 -0.0284 0.3297
H 0.053 -2.057 0.561 1.0696 -1.2064 0.1935
H 0.277 -1.327 -0.985 1.0033 -0.4782 -2.2350
H -1.786 1.426 -2.646 -0.4493 0.4275 -1.0205
H 0.674 0.242 2.532 0.1610 0.4734 0.0756
H 1.175 -1.458 2.521 -0.0983 0.5568 -0.8200
H 2.474 -0.284 2.298 -1.4012 0.4708 0.5962
H 2.234 -0.727 0.292 1.2527 -1.1274 -0.7206
H -0.062 3.003 -0.964 -0.8348 2.6596 0.5384
H 0.859 1.976 -2.557 -0.3368 -0.2023 2.1539
```
Forces are in eV/Å.

## Properties
E_HOMO, eV: -13.543
Energy relative to the best compared isomer or geometry (same formula, charge and spin), kJ/mol: 226.1
Kohn-Sham gap, eV: 10.54
Total charge: +1
Lowest unoccupied orbital energy, eV: -2.998



Number 3 is which compound?
C5H13NP